1.
64
Properties=species:S:1:pos:R:3 method="wB97M-V/def2-TZVPD" charge=0 homo_energy_ev=-7.211 multiplicity=1 relative_energy_kj_mol=0.0 orbital_gap_ha=0.2634 lumo_energy_ev=-0.042
Bi -0.34994 -0.82661 0.50823
C 0.23385 2.26997 -2.05693
N -0.08804 2.04362 -0.65071
C 0.71669 2.85739 0.26125
C 2.04855 2.26337 0.65450
C 3.23035 2.97274 0.49202
C 4.41965 2.39476 0.90718
C 4.39022 1.13329 1.47648
C 3.15897 0.51011 1.62153
N 2.01838 1.06273 1.22854
C -1.50600 2.32227 -0.46796
C -2.44837 1.26904 -0.99203
C -3.45342 1.63054 -1.87518
C -4.39863 0.69577 -2.26737
C -4.33725 -0.57435 -1.72851
C -3.31286 -0.86647 -0.84660
N -2.38373 0.02437 -0.49508
C 1.57028 1.79347 -2.58047
C 2.07404 2.37712 -3.74154
C 3.24374 1.88165 -4.28688
C 3.88938 0.83317 -3.64823
C 3.32921 0.33648 -2.48283
N 2.19350 0.79986 -1.96572
H 0.14991 3.34691 -2.28408
H -0.52889 1.75870 -2.65287
H 0.15112 2.96617 1.18842
H 0.87575 3.86218 -0.15782
H 3.22008 3.95547 0.03769
H 5.35578 2.92480 0.78558
H 5.29607 0.64508 1.80866
H 3.07634 -0.47107 2.07722
H -1.76716 3.27991 -0.94329
H -1.71653 2.40524 0.60048
H -3.48054 2.63962 -2.26348
H -5.16899 0.96412 -2.97837
H -5.05773 -1.33799 -1.98210
H -3.23402 -1.84665 -0.39695
H 1.54793 3.19956 -4.21096
H 3.65339 2.30826 -5.19372
H 4.80337 0.40802 -4.04028
H 3.79819 -0.47470 -1.93819
Se -1.22800 0.57969 2.65028
Se -3.42375 -0.19995 2.89014
Te -2.87356 -2.57685 3.48716
Se -1.49279 -3.01777 1.37761
N 2.36379 -3.42229 -3.23572
C 1.14314 -3.68924 -2.44893
C 0.57778 -5.05543 -2.84282
P -0.19106 -2.42865 -2.73370
O 0.68798 -1.05697 -2.97363
O -0.94016 -2.71674 -3.97361
O -0.91030 -2.24725 -1.41755
P 1.68519 -3.76927 -0.67936
O 0.99954 -5.04834 -0.03422
O 3.20076 -4.20383 -0.84073
O 1.54288 -2.59785 0.22008
H 2.16026 -3.58980 -4.21582
H 3.43603 -4.23291 -1.79009
H 2.60631 -2.43935 -3.15086
H 0.30527 -5.03410 -3.89859
H -0.32533 -5.26936 -2.27480
H 1.30399 -5.84907 -2.66303
H 0.62471 -0.87551 -3.92133
H 0.29975 -4.79278 0.59262

=====

2.
55
Properties=species:S:1:pos:R:3 method="wB97M-V/def2-TZVPD" charge=+2 homo_energy_ev="-13.452 / -13.505" s2=2.01 multiplicity=3 orbital_gap_ha="0.2930 / 0.2879" lumo_energy_ev="-5.480 / -5.671"
Ni 9.43179 9.63554 11.40322
C 7.49592 8.95561 13.32980
C 8.62702 9.40525 14.21520
N 9.62569 10.17379 13.47833
C 10.97465 9.97165 13.92828
C 11.83467 9.14234 12.92296
N 11.00193 8.33078 12.01671
C 10.26225 7.18148 12.65962
C 8.80706 7.01898 12.20937
N 8.07801 8.32332 12.13727
H 6.89074 8.25237 13.86279
H 6.87101 9.73642 13.03764
H 8.20743 10.02335 15.07376
H 9.12909 8.59565 14.61447
H 9.36623 11.15843 13.57036
H 11.48952 10.98466 13.93447
H 11.02256 9.61246 14.96547
H 12.38289 9.80035 12.28330
H 12.53722 8.55993 13.46030
H 11.63612 7.92483 11.31924
H 10.72129 6.22604 12.34416
H 10.33359 7.25461 13.72249
H 8.71736 6.64246 11.18149
H 8.27308 6.34804 12.92870
H 7.34194 8.23382 11.42628
C 9.57903 8.09979 8.50158
O 9.22890 9.21515 9.36358
C 8.63822 10.33371 8.70607
C 8.23519 10.29582 7.38044
C 7.65160 11.45053 6.84189
Br 7.18095 11.44893 5.07628
C 7.50198 12.53772 7.63738
C 7.85236 12.53362 8.98254
C 8.48408 11.42807 9.56942
O 8.80681 11.30202 10.83608
C 7.48332 13.71258 9.80789
N 7.83486 14.01546 11.04012
C 7.14150 15.17843 11.46034
C 7.21019 15.88564 12.68694
C 6.35140 16.98140 12.86468
C 5.52682 17.34192 11.83522
C 5.47237 16.68826 10.62265
C 6.31950 15.58492 10.44823
N 6.60594 14.66040 9.35521
H 10.28108 8.53979 7.84430
H 8.71489 7.60672 7.98880
H 10.02050 7.32576 9.12302
H 8.43911 9.41627 6.75581
H 7.10907 13.40192 7.20060
H 8.41842 13.46714 11.57458
H 7.93846 15.66452 13.49736
H 6.31751 17.53905 13.81638
H 4.89266 18.19209 11.94544
H 4.82558 17.03806 9.83488
H 6.00886 14.52958 8.54557

=====

Calculated electronic energy (eV), listed in the same order as above: -268655.6671, -143780.3543
Calculated largest force on an atom (Eh/bohr), listed in the same order as above: 0.02155, 0.05679